Record 1
A 2-piece molecular cluster, C10H25N4O5P2 overall in a non-equilibrium geometry. Source: the OMol25 dataset; level of theory: ωB97M-V/def2-TZVPD.

Structure (XYZ):
```
46
Properties=species:S:1:pos:R:3:forces:R:3:mulliken_charge:R:1
C 0.57920 -1.76912 -0.97162 -0.8520 3.8233 7.2238 -0.310
C 0.66744 -1.17185 0.20844 -0.7508 -2.2688 -6.7479 -0.110
N 0.62902 -0.29516 1.44365 0.5613 -2.3462 -1.4295 0.521
C -0.80412 -0.33469 1.92010 -3.1492 -0.9313 0.3231 -0.632
C -1.83655 0.67832 1.23770 -1.4023 0.7325 0.8084 -0.374
O -1.68578 0.90228 -0.18985 -0.6603 -0.7228 0.7303 -0.414
C -1.98021 2.13470 2.00481 -0.1458 -0.0731 -2.0339 -0.244
N -3.46079 2.46855 2.07598 1.1824 -1.3197 -0.0551 -0.678
N 1.37528 -0.97177 2.42127 1.5230 -1.7138 1.2907 -0.449
C 2.77498 -1.28725 2.06889 2.4859 -1.5591 0.8299 -0.316
C 3.08347 -2.89002 1.86317 0.3333 0.6606 0.2563 -1.082
P 1.26906 1.36843 1.13865 -0.6955 2.1999 -2.2567 0.061
P 1.73152 2.41851 2.99357 0.1690 6.1410 2.5552 0.889
O 1.16971 3.86813 2.82939 1.4705 -5.1479 -0.1233 -0.567
O 0.96679 1.77976 4.39588 3.0624 -0.6266 -1.8170 -0.505
O 3.45132 2.57960 3.21735 -3.3227 -1.2170 0.9276 -0.504
H 0.09694 -2.21393 -1.94218 1.6446 0.7128 1.4004 0.448
H -0.89984 -0.21080 3.07790 0.7032 0.1050 -2.1319 0.334
H -1.18588 -1.41716 1.70440 1.0999 1.9268 0.3465 0.432
H -2.89775 0.20051 1.36724 2.1100 0.4682 0.2065 0.541
H -2.54542 0.67772 -0.62488 1.2122 0.2193 0.5643 0.324
H -1.45806 2.15316 3.02718 -0.9664 0.1312 -1.5045 0.173
H -1.53984 2.90478 1.24528 -0.3742 -1.3382 1.7589 0.282
H -3.85529 2.23518 1.13319 0.3646 0.4730 1.1397 0.300
H -3.84881 1.76219 2.72437 -0.1335 0.6673 -0.4401 0.270
H 1.23319 -0.60258 3.37264 -0.0428 0.1300 -1.0490 0.297
H 3.23388 -0.76326 1.16072 -1.1300 -0.3476 1.2482 0.193
H 3.44103 -0.98627 2.98219 -1.2554 -0.3180 -1.6583 0.330
H 4.24217 -3.02195 1.92831 -2.1304 0.2523 -0.1614 0.365
H 2.73101 -3.27368 0.83924 0.3954 0.5928 1.7106 0.255
H 2.61149 -3.47176 2.73445 0.6472 0.8033 -1.4810 0.299
H 2.54746 1.26043 0.44463 -0.6613 -0.5678 1.0180 0.189
H 1.68191 1.29008 4.90160 -1.2227 0.6076 -0.4122 0.337
H 3.53700 2.98877 4.11885 0.1576 -0.1327 -1.0404 0.351
C -0.22904 -0.98083 -4.15080 -0.8038 0.4862 -0.9327 0.209
O 0.16206 -2.08252 -3.78608 -0.3644 -0.1693 -0.0023 -0.741
N -1.15225 -0.75716 -5.12792 1.0112 -0.0775 1.0805 0.097
C -1.56509 0.58011 -5.50488 -0.0493 -0.0977 -0.1094 -0.947
C -1.74074 -1.89278 -5.81293 0.1279 -0.3008 0.0783 -0.931
H 0.15338 -0.05243 -3.69678 -0.0668 0.0327 -0.0319 0.299
H -2.64167 0.67768 -5.34361 0.0698 0.1529 -0.0867 0.358
H -1.33738 0.73682 -6.56216 -0.0924 0.1598 0.0868 0.358
H -1.04407 1.33338 -4.91077 -0.0186 -0.1456 -0.0417 0.306
H -2.24463 -2.52952 -5.08131 0.0063 -0.0539 -0.1864 0.298
H -0.94735 -2.47057 -6.29348 -0.1901 -0.0544 -0.0046 0.301
H -2.45801 -1.55827 -6.56428 0.1430 0.0515 0.1537 0.388
```
Forces are in eV/Å.

2S+1 ... 1
LUMO level ... -3.83 eV
Electronic energy ... -45537.6265 eV
Total charge ... +1
Energy relative to the best compared isomer or geometry (same formula, charge and spin) ... 196.7 kJ/mol



Record 2
A 2-piece molecular cluster, C3H10NO overall in a non-equilibrium geometry. Source: the OMol25 dataset; level of theory: ωB97M-V/def2-TZVPD.

Structure (XYZ):
```
15
Properties=species:S:1:pos:R:3:forces:R:3:mulliken_charge:R:1
C -2.32854 -2.25280 -0.40406 -0.1112 0.4811 -0.4045 -0.672
O -1.13949 -1.80970 0.06863 -0.1398 -0.3289 0.0133 -0.818
H -3.01104 -2.63632 0.38509 -0.0978 -0.1375 0.0447 0.169
H -2.30935 -3.04746 -1.19819 0.3088 -0.1965 0.2531 0.187
H -2.92630 -1.46731 -0.93760 -0.0974 0.1327 0.1700 0.181
C 1.93970 2.05850 0.28656 -1.4356 -0.5406 0.6913 -1.089
C 0.69312 1.11932 0.08720 0.9749 1.5034 1.0427 -0.323
N 0.99190 -0.24256 -0.19427 -0.9904 -1.0799 -0.4739 -0.822
H 2.50202 1.78333 1.18369 0.3369 -0.4419 -0.3426 0.272
H 1.47553 2.99852 0.61380 0.4152 0.3841 -0.6637 0.319
H 2.54596 2.10105 -0.61300 0.1963 0.2714 0.0796 0.325
H 0.10016 1.62755 -0.68223 -0.0854 -0.5518 -0.1757 0.315
H 0.15067 1.27031 1.03402 -0.4138 -0.1554 -0.0459 0.239
H 0.05555 -0.78568 -0.29050 0.6360 0.4062 -0.4056 0.478
H 1.26011 -0.71674 0.66085 0.5032 0.2535 0.2172 0.239
```
Forces are in eV/Å.

2S+1 ... 1
LUMO level ... 4.14 eV
Electronic energy ... -6809.8802 eV
Total charge ... -1
Energy relative to the best compared isomer or geometry (same formula, charge and spin) ... 86.3 kJ/mol



Record 3
An isolated ion of composition C3H3N2O and charge +1 in a non-equilibrium geometry. Source: the OMol25 dataset; level of theory: ωB97M-V/def2-TZVPD.

Structure (XYZ):
```
9
Properties=species:S:1:pos:R:3:forces:R:3:mulliken_charge:R:1
C 1.39660 0.41968 0.11719 -1.9610 0.5882 0.6200 0.242
C -0.30901 0.60565 0.26951 4.3692 1.6965 0.6803 0.531
C -1.46983 -0.06006 -0.13055 -1.4903 -3.2513 2.8216 -0.810
N 0.51152 1.48354 0.64314 -0.7937 -2.0725 -0.6706 -0.202
N 2.27848 -0.36639 0.01828 -1.6150 0.8285 -0.4132 0.605
O 2.99125 -1.18018 -0.37777 1.2603 -0.7076 0.1056 -0.402
H -2.31569 0.38030 0.41307 -0.0477 0.3253 -0.4133 0.358
H -1.53877 -1.20000 0.20913 0.6766 2.2822 -0.4900 0.352
H -1.54456 -0.08255 -1.16200 -0.3985 0.3108 -2.2403 0.327
```
Forces are in eV/Å.

2S+1 ... 1
LUMO level ... -6.86 eV
Electronic energy ... -8172.9651 eV
Total charge ... +1
Energy relative to the best compared isomer or geometry (same formula, charge and spin) ... 573.6 kJ/mol
SMILES ... Cc1nc1=[N+]=O



Record 4
A 6-piece molecular cluster, C21H36O18 overall in a non-equilibrium geometry. Source: the OMol25 dataset; level of theory: ωB97M-V/def2-TZVPD.

Structure (XYZ):
```
75
Properties=species:S:1:pos:R:3:forces:R:3:mulliken_charge:R:1
C 1.32843 -0.94697 -1.94984 -0.2961 0.7775 1.4831 -0.913
C -0.04457 -0.69997 -1.22684 3.0006 2.6755 -1.0615 2.576
C -1.28457 -0.77897 -2.07084 0.4482 -0.7906 0.2268 -0.291
O -2.02857 -1.69597 -1.29884 -2.6591 0.0951 -1.8861 -0.364
C -1.42957 -2.06897 -0.23784 0.8021 -2.2534 3.0467 0.431
O -1.89257 -2.81897 0.58716 0.0353 0.5483 -0.2862 -0.628
O -0.17257 -1.58297 -0.15784 -0.8617 -0.9326 0.1435 -0.324
H 1.52843 -0.28197 -2.75784 -0.3503 1.1406 -0.3904 -0.314
H 1.35043 -1.87597 -2.46784 -0.1035 -1.3151 0.1523 0.626
H 2.18943 -0.82897 -1.24684 -0.7727 -0.4106 -0.3973 0.073
H -0.11957 0.28203 -0.74984 0.8831 0.1796 -0.3163 -1.249
H -1.10157 -1.18297 -3.04084 -0.0087 -0.3620 -0.7376 0.375
H -1.83257 0.13003 -2.14984 -0.2781 0.7039 -0.0697 0.100
C -3.34857 -0.83997 4.42316 2.0545 0.5824 0.1267 -1.350
C -2.01257 -1.30497 3.78516 0.0433 2.2248 -1.2578 0.509
C -1.12557 -0.18597 3.17116 -0.3838 0.5525 -1.5976 0.613
O 0.06443 -0.10097 3.92416 -0.2742 -0.6324 0.6916 -0.369
C 0.06643 -1.18097 4.73616 4.0071 -1.1187 1.5328 0.459
O 1.05943 -1.56397 5.37016 -3.1697 1.2961 -1.6606 -0.597
O -1.08757 -1.83497 4.68816 -0.3288 -1.3219 1.2504 -0.353
H -2.97057 -0.19897 5.28216 -1.2269 -0.7843 -0.6621 0.371
H -3.92957 -1.72297 4.68716 -0.0385 0.2930 0.4302 0.358
H -3.90657 -0.22497 3.69216 0.3501 -0.2759 0.4708 0.199
H -2.15457 -1.94397 2.94416 -0.3854 -1.2217 -0.1769 0.340
H -1.56457 0.78403 3.09916 -0.5626 0.7607 0.4483 0.729
H -0.85157 -0.39397 2.12316 -0.0422 -0.3637 0.3632 -0.926
C 0.84043 -3.48797 2.10016 0.9675 4.8002 -0.5956 -1.544
C 2.38443 -3.18797 1.95316 -1.3805 -0.1017 -1.7314 0.339
C 2.83043 -1.77197 1.44616 -1.5765 -1.0735 -0.7733 1.130
O 3.15743 -1.19497 2.65716 0.9999 2.7686 0.6172 -0.398
C 3.51043 -2.08997 3.56216 1.5910 -0.0548 2.1467 0.712
O 4.19243 -1.91697 4.55516 -1.4584 -0.1187 -1.9091 -0.617
O 3.02943 -3.25697 3.15816 0.6448 -1.5861 2.3410 -0.423
H 0.27443 -2.48497 2.30216 1.1080 -1.5004 -0.3832 0.198
H 0.60743 -4.03997 2.92916 -0.1484 -1.8448 2.0222 0.605
H 0.36743 -3.84797 1.23116 -0.2268 -0.6617 -1.0882 0.415
H 2.85743 -3.93897 1.35916 -0.0008 -0.6838 -0.7184 0.370
H 1.92143 -1.26097 1.10116 0.6361 0.0070 -0.4504 -1.125
H 3.68543 -1.74097 0.70916 -0.9815 -0.0745 0.8150 0.305
C -4.60657 -0.25797 0.88816 -1.2569 0.0828 -1.3607 -0.959
O -3.27757 0.30503 1.06716 -0.3086 -0.1858 -0.1446 0.075
C -2.93657 1.21503 0.19216 -5.3931 2.7390 -6.3669 0.441
O -3.79357 1.69603 -0.81984 4.9836 -2.7049 5.8484 -0.710
O -1.70457 1.61803 0.30216 0.3455 -0.7743 1.1633 0.170
C -1.31057 2.76403 -0.39284 -0.9405 2.8312 -1.1336 -0.675
H -5.31957 0.50803 0.51516 0.8625 -0.3657 -0.0606 0.415
H -5.03357 -0.56697 1.82016 0.5649 -0.2418 0.8215 0.366
H -4.62057 -1.13597 0.19316 0.4990 0.9006 0.5230 0.268
H -2.02657 3.59903 -0.27284 -0.0719 -0.6382 0.3040 0.436
H -1.25257 2.67803 -1.46284 0.0067 -0.9221 -0.5180 0.028
H -0.37457 3.19103 -0.08884 0.5375 -0.7205 0.7190 0.224
C -2.54857 2.39203 -4.72384 -1.9281 0.2872 1.1757 -0.566
O -1.30857 2.47503 -5.40384 0.4162 -0.4869 -0.7296 -0.334
C -0.28057 1.92203 -4.85584 1.8680 -2.6547 7.2945 0.592
O -0.27357 1.34703 -3.57684 -0.3633 2.9803 -7.1973 -0.421
O 0.86243 2.07103 -5.53184 -3.3829 0.9867 -1.1443 -0.367
C 1.97743 1.43003 -5.02584 1.6857 0.2884 -0.3876 -0.295
H -2.50857 2.95203 -3.76684 0.1134 -0.4155 -0.5619 0.260
H -2.97557 1.38403 -4.51084 1.1228 0.3962 -0.2492 0.248
H -3.30057 2.86403 -5.36684 0.5141 0.1010 0.0027 0.294
H 2.87543 1.82103 -5.58684 -1.0276 -0.2216 0.7720 0.284
H 1.88443 0.38803 -5.24684 0.1393 -0.8461 0.2384 0.336
H 1.95743 1.65903 -3.98184 0.7469 -0.3027 0.7257 -0.052
C 1.53743 1.94903 1.40116 2.2635 -1.1731 1.2289 -0.445
O 1.81243 2.31303 0.08216 1.9611 0.4974 -4.3766 -0.333
C 2.86543 1.73803 -0.56984 4.4329 -5.4833 4.9408 0.751
O 3.72343 0.74703 0.08416 -5.3812 6.1259 -4.0055 -0.623
O 3.10843 2.11903 -1.80984 -2.4827 1.1133 2.2620 -0.338
C 4.22443 1.70703 -2.51184 1.4438 -1.4814 -1.6724 -0.781
H 0.93043 2.69803 1.91016 -0.3755 -0.3898 -0.5324 0.198
H 2.51843 1.91603 1.89016 -0.2810 0.0193 0.4057 0.586
H 1.25843 0.90403 1.35216 -0.9293 -0.0226 0.6588 -0.126
H 4.28743 2.34703 -3.36484 -0.1032 0.9411 -0.3957 0.339
H 4.04043 0.73203 -3.03384 0.3716 0.2886 1.1987 0.283
H 5.20143 1.79503 -2.01484 -0.7095 -0.4707 0.3950 0.383
```
Forces are in eV/Å.

2S+1 ... 1
LUMO level ... 0.13 eV
Electronic energy ... -59210.7668 eV
Energy relative to the best compared isomer or geometry (same formula, charge and spin) ... 559.9 kJ/mol
SMILES ... C[C@H]1COC(=O)O1.C[C@H]1COC(=O)O1.C[C@H]1COC(=O)O1.COC(=O)OC.COC(=O)OC.COC(=O)OC